Molecular formula: C17H33NO7S
Method: DFT, ωB97M-V/def2-TZVPD

Output
SMILES string	C=CC(=O)OCCCCCC[C@H]1OS(=O)(=O)O[C@H]1CC.COC[C@@H](C)N
gap between HOMO and LUMO	9.929	eV
E_HOMO	-9.52	eV
largest force on an atom	2.4	eV/Å
LUMO	0.40	eV
E	-1647.0761	hartree

Last column: Löwdin charge in e.
Geometry (Å):
1 C 2.7571 -2.9825 -0.2827  0.03
2 C 2.5361 -1.6945 -0.3533  -0.09
3 C 2.6617 -0.9627 -1.6922  -0.50
4 O 3.5447 -0.1867 -1.8273  0.15
5 O 1.7740 -1.1642 -2.7127  -0.01
6 C 0.4061 -0.9172 -2.3215  -0.16
7 C 0.0732 0.5995 -2.2270  -0.15
8 C 0.2703 1.2338 -0.8381  -0.19
9 C -0.8748 0.9787 0.1747  -0.19
10 C -2.3107 1.2158 -0.3759  -0.17
11 C -3.0978 -0.1262 -0.2264  -0.14
12 C -4.5829 0.0065 -0.5456  -0.28
13 O -4.9193 0.8820 -1.6419  -0.14
14 S -5.6456 -0.0499 -2.7591  0.63
15 O -4.6505 -0.3338 -3.7447  -0.24
16 O -6.7913 0.5049 -3.3809  -0.22
17 O -6.1124 -1.2804 -1.8296  -0.15
18 C -5.3416 -1.3690 -0.6152  -0.27
19 C -4.5119 -2.6671 -0.5871  -0.18
20 C -3.7931 -2.9939 -1.9308  -0.08
21 H 2.9709 -3.5468 -1.1901  0.08
22 H 2.6876 -3.4760 0.6869  0.07
23 H 2.2295 -1.0999 0.5102  0.09
24 H -0.1890 -1.3123 -3.1582  0.12
25 H 0.1217 -1.5103 -1.4374  0.12
26 H 0.7779 1.1077 -2.9067  0.13
27 H -0.9246 0.7414 -2.6620  0.10
28 H 0.3750 2.3245 -0.9570  0.12
29 H 1.2019 0.8968 -0.3547  0.08
30 H -0.7444 1.6255 1.0559  0.10
31 H -0.7878 -0.0674 0.5174  0.10
32 H -2.3494 1.5211 -1.4282  0.10
33 H -2.8277 1.9954 0.2068  0.12
34 H -2.5654 -0.8559 -0.8536  0.11
35 H -2.9572 -0.4272 0.8236  0.13
36 H -5.1079 0.4920 0.2938  0.16
37 H -5.9658 -1.4606 0.2861  0.15
38 H -3.7899 -2.6686 0.2405  0.11
39 H -5.2150 -3.4908 -0.3858  0.12
40 H -4.4057 -3.5833 -2.6182  0.08
41 H -2.8493 -3.5126 -1.7028  0.08
42 H -3.4914 -2.0603 -2.4297  0.05
43 C 4.6260 1.8434 1.1889  -0.06
44 C 3.4841 2.2437 2.1194  -0.42
45 C 3.9401 2.6230 3.5376  -0.21
46 O 4.2983 1.5264 4.3598  -0.19
47 C 5.5961 1.0061 4.1284  -0.11
48 N 2.4923 1.1622 2.1418  0.05
49 H 4.9802 0.8296 1.3755  0.07
50 H 4.2941 1.8731 0.1503  0.07
51 H 5.4723 2.5267 1.2877  0.08
52 H 3.0109 3.1302 1.6855  0.14
53 H 3.0960 3.1007 4.0442  0.12
54 H 4.7481 3.3654 3.5124  0.12
55 H 6.3091 1.7918 3.8643  0.09
56 H 5.5715 0.2405 3.3506  0.07
57 H 5.9321 0.5275 5.0490  0.09
58 H 1.6828 1.4721 2.6744  0.08
59 H 2.8809 0.4118 2.7105  0.07

Molecular formula: C17H34BaOP2
Method: DFT, ωB97M-V/def2-TZVPD

Output
gap between HOMO and LUMO (alpha / beta)	3.510 / 3.508	eV
E_HOMO (alpha / beta)	-3.50 / -3.50	eV
largest force on an atom	3.9	eV/Å
energy relative to the best compared isomer or geometry (same formula, charge and spin)	1.835	eV
LUMO (alpha / beta)	0.01 / 0.00	eV
E	-1451.3193	hartree

Last column: Löwdin charge in e.
Geometry (Å):
1 P 0.7280 -1.4486 -1.6776  0.87
2 P 1.0919 1.6987 -1.7094  0.78
3 C 0.4533 -0.5752 -3.2961  -0.45
4 C 1.2334 0.7587 -3.3827  -0.41
5 H -0.6348 -0.3811 -3.4008  0.06
6 H 0.7405 -1.2562 -4.1290  0.08
7 H 2.3006 0.5743 -3.6173  0.07
8 H 0.8159 1.3901 -4.2069  0.08
9 C -0.5606 2.2498 -2.3001  -0.30
10 H -1.0509 2.8930 -1.5787  0.02
11 H -1.2748 1.4393 -2.4733  0.03
12 H -0.5529 2.8130 -3.2427  0.05
13 C 2.0458 3.1632 -2.1263  -0.36
14 H 1.6050 3.7560 -2.9344  0.04
15 H 3.0731 2.9042 -2.3962  0.02
16 H 2.0795 3.7698 -1.2205  0.01
17 C -0.6367 -2.6356 -2.0724  -0.28
18 H -0.9045 -3.2469 -1.2061  0.03
19 H -0.3442 -3.3071 -2.8929  0.04
20 H -1.5473 -2.1039 -2.3822  0.03
21 C 2.2324 -2.4264 -2.1842  -0.30
22 H 3.0945 -1.7342 -2.2935  0.01
23 H 2.0402 -2.9499 -3.1473  0.04
24 H 2.4545 -3.1605 -1.3848  0.03
25 Ba 3.1481 0.7466 0.9661  0.65
26 C -1.6740 2.0675 0.8146  -0.08
27 C -2.6155 1.6009 -0.0447  -0.12
28 C -2.6118 0.1553 -0.4302  -0.21
29 C -2.9744 -0.8129 0.7507  -0.17
30 C -1.9270 -1.7117 1.2684  -0.11
31 C -0.6165 -1.3824 1.2586  -0.15
32 C -0.2037 0.0084 0.9193  -0.41
33 C -0.7445 1.1765 1.7006  -0.17
34 C 0.6525 -1.7713 4.6632  -0.02
35 H -1.3770 3.1413 0.8385  0.11
36 H -3.4563 2.1255 -0.4394  0.10
37 H -1.6084 -0.1504 -0.8258  0.06
38 H -3.1878 -0.1025 -1.3242  0.11
39 H -3.4879 -0.1768 1.4818  0.12
40 H -3.7316 -1.5320 0.4168  0.11
41 H -2.2240 -2.6741 1.7221  0.11
42 H 0.2163 -2.1036 1.3281  0.10
43 H -0.6216 0.1383 -0.0682  -0.02
44 H 0.8531 0.0995 0.5428  -0.11
45 H -1.2308 0.8184 2.6077  0.11
46 H 0.1147 1.7694 2.0943  0.07
47 H 0.8352 -1.7734 5.7646  0.10
48 H 1.0888 -2.7030 4.2857  0.09
49 H -0.4564 -1.7049 4.7025  0.11
50 C 1.4565 0.6981 4.7051  -0.05
51 C 1.3263 -0.6249 3.9992  -0.44
52 O 1.9720 -0.6651 2.8923  -0.33
53 H 2.5485 0.8594 4.7333  0.08
54 H 1.0701 0.7322 5.7357  0.08
55 H 0.9851 1.5671 4.1956  0.08

Molecular formula: C17H34Br8O3
Method: DFT, ωB97M-V/def2-TZVPD

Output
SMILES string	CC(C)=O.CC(C)=O.CC(C)=O.BrCCBr.BrCCBr.BrCCBr.BrCCBr
gap between HOMO and LUMO	9.693	eV
E_HOMO	-9.55	eV
largest force on an atom	1.1	eV/Å
energy relative to the best compared isomer or geometry (same formula, charge and spin)	0.121	eV
LUMO	0.14	eV
E	-21485.9849	hartree

Last column: Löwdin charge in e.
Geometry (Å):
1 C -21.4835 6.4044 -4.8828  -0.02
2 C -20.7100 7.3376 -5.7687  -0.54
3 O -19.5108 7.3665 -5.7432  0.05
4 C -21.4801 8.2143 -6.6833  -0.02
5 H -20.8068 5.6556 -4.4813  0.07
6 H -22.3029 5.9099 -5.4096  0.09
7 H -21.9393 6.9486 -4.0485  0.09
8 H -22.3650 7.7235 -7.0774  0.08
9 H -20.8344 8.6382 -7.4482  0.08
10 H -21.8219 9.0802 -6.0948  0.10
11 C -17.1695 5.9267 -3.1831  -0.02
12 C -16.1034 6.5737 -4.0473  -0.48
13 O -15.5367 7.5666 -3.6622  0.07
14 C -15.7955 5.9570 -5.3894  -0.02
15 H -17.3042 6.5808 -2.3219  0.09
16 H -16.8917 4.9282 -2.8296  0.02
17 H -18.0977 5.8280 -3.7545  0.07
18 H -16.7153 6.0352 -5.9764  0.03
19 H -15.5007 4.9114 -5.2944  0.07
20 H -15.0101 6.5181 -5.8921  0.07
21 C -15.0746 1.8256 -5.1395  -0.02
22 C -13.8833 2.5944 -4.6347  -0.52
23 O -13.2281 3.2765 -5.3781  0.06
24 C -13.5201 2.4386 -3.1844  -0.01
25 H -15.1347 1.9633 -6.2169  0.08
26 H -15.9772 2.2440 -4.6855  0.05
27 H -14.9701 0.7706 -4.8910  0.09
28 H -12.9809 3.3210 -2.8429  0.07
29 H -12.8561 1.5766 -3.0773  0.10
30 H -14.3972 2.2735 -2.5560  0.05
31 Br -10.5373 5.9338 -2.0588  0.61
32 C -12.0050 6.7901 -2.9962  -0.73
33 C -11.5768 8.0238 -3.7076  -0.70
34 Br -10.5143 7.5774 -5.2552  0.61
35 H -12.7786 6.9888 -2.2681  0.06
36 H -12.4030 6.0482 -3.6853  0.04
37 H -10.9430 8.6532 -3.0944  0.05
38 H -12.4318 8.6026 -4.0439  0.06
39 Br -20.3267 4.2303 1.2577  0.64
40 C -19.1688 2.9988 0.3104  -0.73
41 C -18.5849 3.7017 -0.8698  -0.69
42 Br -17.5575 2.3938 -1.9188  0.65
43 H -19.7163 2.1172 0.0076  0.05
44 H -18.3808 2.7102 0.9974  0.06
45 H -17.8993 4.5009 -0.6287  0.05
46 H -19.3353 4.0497 -1.5684  0.05
47 Br -13.1202 4.4924 -11.1730  0.63
48 C -14.3903 4.3609 -9.7410  -0.73
49 C -13.7627 4.4333 -8.3610  -0.71
50 Br -12.6879 6.0067 -8.0698  0.62
51 H -14.8476 3.3888 -9.9001  0.05
52 H -15.1248 5.1394 -9.9340  0.04
53 H -13.0321 3.6324 -8.2970  0.05
54 H -14.5034 4.3382 -7.5771  0.03
55 Br -18.6529 4.1477 -7.0918  0.64
56 C -18.4477 4.9364 -8.8840  -0.66
57 C -18.3470 6.4159 -8.7258  -0.71
58 Br -18.2676 7.1944 -10.5038  0.65
59 H -19.3135 4.5954 -9.4294  0.05
60 H -17.5277 4.5082 -9.2547  0.03
61 H -17.4242 6.6856 -8.2262  0.05
62 H -19.1869 6.8469 -8.2047  0.02

Molecular formula: C17H34ClN2O3
Method: DFT, ωB97M-V/def2-TZVPD

Output
gap between HOMO and LUMO	8.103	eV
E_HOMO	-11.25	eV
largest force on an atom	0.5	eV/Å
energy relative to the best compared isomer or geometry (same formula, charge and spin)	0.000	eV
LUMO	-3.14	eV
net charge	+1
E	-1463.3662	hartree

Last column: Löwdin charge in e.
Geometry (Å):
1 C 0.9648 -3.8734 2.2235  -0.06
2 C 1.6284 -2.5749 1.7409  -0.21
3 N 0.6536 -1.5737 1.2716  -0.07
4 C -0.1904 -1.0556 2.3749  -0.13
5 C -1.5680 -0.4782 2.0445  -0.14
6 C -2.5222 -1.2939 1.1675  -0.33
7 C -2.0083 -1.4239 -0.2566  -0.08
8 N -3.0849 -2.0742 -1.0846  0.06
9 C -3.2451 -3.5108 -0.6839  -0.10
10 C -3.5933 -3.6397 0.7979  -0.17
11 C -2.8984 -2.6570 1.7611  -0.62
12 Cl -3.9866 -2.3835 3.1636  0.69
13 C 1.0683 -0.6125 0.3529  -0.48
14 C 2.4359 -0.7248 -0.2658  0.02
15 O 0.3040 0.2843 0.0509  0.04
16 H -0.1171 -3.8414 2.0857  0.05
17 H 1.3367 -4.7313 1.6604  0.08
18 H 1.1607 -4.0732 3.2778  0.08
19 H 2.2546 -2.1474 2.5345  0.13
20 H 2.2907 -2.8053 0.9115  0.10
21 H 0.3551 -0.2626 2.9029  0.14
22 H -0.2887 -1.8781 3.0865  0.11
23 H -1.4448 0.4988 1.5786  0.11
24 H -2.0687 -0.3125 3.0036  0.11
25 H -3.4546 -0.7096 1.1211  0.14
26 H -1.7501 -0.4545 -0.6808  0.14
27 H -1.1374 -2.0785 -0.3307  0.13
28 H -3.9682 -1.5751 -0.9517  0.19
29 H -2.8515 -2.0131 -2.0767  0.19
30 H -2.2955 -3.9861 -0.9369  0.14
31 H -4.0256 -3.9570 -1.3003  0.14
32 H -3.3297 -4.6611 1.0816  0.13
33 H -4.6740 -3.5548 0.9349  0.11
34 H -2.0280 -3.1300 2.2145  0.08
35 H 2.5177 -1.6472 -0.8483  0.09
36 H 2.5701 0.1176 -0.9434  0.07
37 H 3.2273 -0.7299 0.4863  0.10
38 C 3.3377 4.0281 -4.0351  -0.01
39 C 2.9740 2.9618 -3.0387  -0.51
40 O 3.7075 2.6593 -2.1219  0.05
41 C 1.6365 2.2897 -3.2220  -0.02
42 H 4.3176 4.4376 -3.8038  0.09
43 H 3.3390 3.6134 -5.0450  0.09
44 H 2.5858 4.8190 -4.0050  0.09
45 H 1.5927 1.7806 -4.1871  0.09
46 H 0.8419 3.0348 -3.1918  0.07
47 H 1.4920 1.5738 -2.4141  0.06
48 C -0.4643 4.3730 0.4572  -0.02
49 C 0.7217 4.5998 -0.4489  -0.49
50 O 0.5787 4.8855 -1.6168  0.06
51 C 2.0840 4.4244 0.1654  -0.01
52 H -1.3889 4.5202 -0.0956  0.08
53 H -0.4248 3.3580 0.8593  0.07
54 H -0.4268 5.0612 1.3035  0.09
55 H 2.1867 3.3993 0.5282  0.09
56 H 2.2172 5.0929 1.0178  0.09
57 H 2.8552 4.6118 -0.5751  0.07